# 1
Formula: C6H8
Source: the Open Molecules 2025 dataset
Level of theory: ωB97M-V/def2-TZVPD

Last columns: bonded neighbours and bond lengths (Å).
Cartesian coordinates (Å):
1 C 1.95789 0.17231 -0.51960  C2 1.499, H7 1.096, H8 1.093, H9 1.096
2 C 0.74564 0.83453 0.06255  C1 1.499, C3 1.299, C4 1.525
3 C 0.27884 2.04347 0.15151  C2 1.299
4 C -0.34006 0.02174 0.76016  C2 1.525, C5 1.516, C6 1.509, H10 1.088
5 C -1.80103 0.05487 0.35774  C4 1.516, C6 1.491, H11 1.086, H12 1.084
6 C -0.94788 -1.09907 -0.04619  C4 1.509, C5 1.491, H13 1.085, H14 1.087
7 H 2.49638 -0.40828 0.23777  C1 1.096
8 H 2.64434 0.90525 -0.95064  C1 1.093
9 H 1.65763 -0.52576 -1.30947  C1 1.096
10 H -0.14303 -0.17512 1.81151  C4 1.088
11 H -2.53288 -0.10138 1.14516  C5 1.086
12 H -2.10382 0.76327 -0.40552  C5 1.084
13 H -1.07578 -2.05477 0.45165  C6 1.085
14 H -0.64673 -1.16563 -1.08815  C6 1.087

Spin multiplicity: 1
Lowest unoccupied orbital energy: 0.35 eV
Highest occupied orbital energy: -9.59 eV
HOMO-LUMO gap: 0.3651 Eh
Relative energy (zero: lowest compared OMol25 entry of this formula, charge and spin): 85.41 kcal per mole
Charge: 0

# 2
Formula: C6H8
Source: the Open Molecules 2025 dataset
Level of theory: ωB97M-V/def2-TZVPD

Last columns: bonded neighbours and bond lengths (Å).
Cartesian coordinates (Å):
1 C 3.00388 0.39570 0.01500  C2 1.299, H7 1.079, H8 1.079
2 C 1.75849 0.03117 -0.04812  C1 1.299, C3 1.318
3 C 0.48190 -0.27695 -0.16194  C2 1.318, C4 1.491, C5 1.641
4 C -0.49444 -1.32422 0.25416  C3 1.491, C5 1.501, H9 1.084, H10 1.084
5 C -1.11441 -0.20942 -0.53671  C3 1.641, C4 1.501, C6 1.499, H11 1.081
6 C -1.91648 0.88735 0.09563  C5 1.499, H12 1.090, H13 1.089, H14 1.087
7 H 3.38957 0.95423 0.85324  C1 1.079
8 H 3.72230 0.09682 -0.73291  C1 1.079
9 H -0.42639 -2.29986 -0.21320  C4 1.084
10 H -0.73487 -1.37490 1.31015  C4 1.084
11 H -1.29788 -0.38861 -1.58661  C5 1.081
12 H -2.97358 0.77142 -0.14489  C6 1.090
13 H -1.59356 1.85723 -0.28040  C6 1.089
14 H -1.80454 0.88005 1.17662  C6 1.087

Spin multiplicity: 1
Lowest unoccupied orbital energy: 1.13 eV
Highest occupied orbital energy: -8.76 eV
HOMO-LUMO gap: 0.3632 Eh
Relative energy (zero: lowest compared OMol25 entry of this formula, charge and spin): 56.04 kcal per mole
SMILES: C=C=C1C[C@H]1C
Charge: 0

# 3
Formula: C6H8
Source: the Open Molecules 2025 dataset
Level of theory: ωB97M-V/def2-TZVPD

Last columns: bonded neighbours and bond lengths (Å).
Cartesian coordinates (Å):
1 C 2.76611 -0.35784 0.50637  C2 1.295, H7 1.083, H8 1.086
2 C 1.54248 -0.14923 0.13551  C1 1.295, C3 1.287
3 C 0.26679 -0.00383 0.04305  C2 1.287, C4 1.505, C6 1.507
4 C -0.57777 1.22611 -0.15123  C3 1.505, C5 1.552, H9 1.092, H10 1.096
5 C -1.75727 0.26322 -0.45351  C4 1.552, C6 1.550, H11 1.088, H12 1.092
6 C -0.90268 -0.95284 -0.01433  C3 1.507, C5 1.550, H13 1.093, H14 1.101
7 H 3.59708 -0.35929 -0.18755  C1 1.083
8 H 2.65134 -0.90726 1.43595  C1 1.086
9 H -0.68960 1.83465 0.74846  C4 1.092
10 H -0.25318 1.86763 -0.97906  C4 1.096
11 H -2.65615 0.44810 0.13071  C5 1.088
12 H -1.99956 0.21176 -1.51662  C5 1.092
13 H -0.83437 -1.80653 -0.69270  C6 1.093
14 H -1.15322 -1.31466 0.99496  C6 1.101

Spin multiplicity: 1
Lowest unoccupied orbital energy: 1.11 eV
Highest occupied orbital energy: -8.55 eV
HOMO-LUMO gap: 0.3550 Eh
Relative energy (zero: lowest compared OMol25 entry of this formula, charge and spin): 51.01 kcal per mole
SMILES: C=C=C1CCC1
Charge: 0

# 4
Formula: C6H8
Source: the Open Molecules 2025 dataset
Level of theory: ωB97M-V/def2-TZVPD

Last columns: bonded neighbours and bond lengths (Å).
Cartesian coordinates (Å):
1 C 3.15896 -1.00233 -0.15744  C2 1.228, H7 1.069
2 C 2.34005 -0.59276 0.66063  C1 1.228, C3 1.365
3 C 1.39283 -0.28512 1.59389  C2 1.365, H9 1.100
4 C -0.59762 0.04611 -0.72003  C5 1.507, C6 1.500, H8 1.086, H10 1.086
5 C -1.32222 0.65606 0.45216  C4 1.507, C6 1.500, H11 1.086, H12 1.086
6 C -2.09611 0.10672 -0.70931  C4 1.500, C5 1.500, H13 1.085, H14 1.086
7 H 3.87548 -1.33858 -0.87547  C1 1.069
8 H -0.12895 -0.92401 -0.58316  C4 1.086
9 H 1.27125 0.80108 1.71401  C3 1.100
10 H -0.05686 0.70917 -1.38875  C4 1.086
11 H -1.28296 1.73552 0.56918  C5 1.086
12 H -1.33089 0.10463 1.38729  C5 1.086
13 H -2.63460 -0.82463 -0.56601  C6 1.085
14 H -2.58834 0.80813 -1.37698  C6 1.086

Spin multiplicity: 1
Lowest unoccupied orbital energy (alpha / beta): -1.30 / -1.31 eV
Highest occupied orbital energy (alpha / beta): -8.69 / -8.69 eV
HOMO-LUMO gap (alpha / beta): 0.2717 / 0.2712 Eh
Relative energy (zero: lowest compared OMol25 entry of this formula, charge and spin): 131.08 kcal per mole
Charge: 0

# 5
Formula: C6H8
Source: the Open Molecules 2025 dataset
Level of theory: ωB97M-V/def2-TZVPD

Last columns: bonded neighbours and bond lengths (Å).
Cartesian coordinates (Å):
1 C 1.11979 -0.78516 0.12461  C2 1.555, C5 1.522, H7 1.083, H8 1.103
2 C -0.33586 -0.83939 -0.42000  C1 1.555, C3 1.523, C6 1.564, H9 1.093
3 C -1.15117 -0.23802 0.71762  C2 1.523, C4 1.532, H10 1.091, H11 1.099
4 C -0.44382 1.07364 0.36244  C3 1.532, C5 1.543, C6 1.505, H12 1.087
5 C 0.99877 0.72142 -0.05804  C1 1.522, C4 1.543, C6 1.492, H13 1.087
6 C -0.12861 0.58754 -1.02653  C2 1.564, C4 1.505, C5 1.492, H14 1.083
7 H 1.64541 -1.38657 -0.60748  C1 1.083
8 H 1.35629 -1.12257 1.14727  C1 1.103
9 H -0.69054 -1.69033 -1.00668  C2 1.093
10 H -2.21697 -0.19411 0.48965  C3 1.091
11 H -0.98147 -0.71538 1.69274  C3 1.099
12 H -0.71449 2.08207 0.66325  C4 1.087
13 H 1.75513 1.50150 -0.05699  C5 1.087
14 H -0.21243 1.00536 -2.02185  C6 1.083

Spin multiplicity: 1
Lowest unoccupied orbital energy: 1.22 eV
Highest occupied orbital energy: -9.45 eV
HOMO-LUMO gap: 0.3924 Eh
Relative energy (zero: lowest compared OMol25 entry of this formula, charge and spin): 44.42 kcal per mole
SMILES: C1[C@H]2C[C@H]3[C@@H]1[C@@H]23
Charge: 0

# 6
Formula: C6H8
Source: the Open Molecules 2025 dataset
Level of theory: ωB97M-V/def2-TZVPD

Last columns: bonded neighbours and bond lengths (Å).
Cartesian coordinates (Å):
1 C -1.73788 -2.31849 -0.87306  C2 1.314, H7 1.095
2 C -1.13479 -1.15794 -0.74368  C1 1.314, C3 1.373, H8 1.182
3 C -0.30670 -0.22398 -0.17109  C2 1.373, C4 1.512, C6 1.520
4 C 0.73046 -0.29717 0.92649  C3 1.512, C5 1.552, H9 1.096, H10 1.095
5 C 1.32676 1.00756 0.33513  C4 1.552, C6 1.554, H11 1.093, H12 1.093
6 C 0.02396 1.22708 -0.48210  C3 1.520, C5 1.554, H13 1.095, H14 1.096
7 H -1.24045 -3.08104 -1.48106  C1 1.095
8 H -1.84024 -0.26397 -0.42629  C2 1.182
9 H 0.30650 -0.15143 1.92635  C4 1.096
10 H 1.34832 -1.20125 0.93291  C4 1.095
11 H 1.58883 1.79182 1.04956  C5 1.093
12 H 2.18485 0.80891 -0.31170  C5 1.093
13 H 0.12012 1.49041 -1.54018  C6 1.095
14 H -0.63908 1.95036 0.00608  C6 1.096

Spin multiplicity: 1
Lowest unoccupied orbital energy: 0.17 eV
Highest occupied orbital energy: -7.67 eV
HOMO-LUMO gap: 0.2883 Eh
Relative energy (zero: lowest compared OMol25 entry of this formula, charge and spin): 120.60 kcal per mole
Charge: 0